Entry 1:
10 unconnected molecules or ions with the total composition C12H44NO10 in a non-equilibrium geometry. Source: OMol25; level of theory: the ωB97M-V functional and the def2-TZVPD basis.

The geometry in ORCA input format:
```
! RIJCOSX wB97M-V def2-TZVPD def2/J DEFGRID3
* xyz -1 1
C 25.76 -18.83 3.39
C 25.31 -18.67 4.88
O 25.14 -17.28 5.31
H 25.85 -19.86 3.04
H 26.72 -18.39 3.11
H 25.08 -18.45 2.62
H 26.09 -19.18 5.45
H 24.46 -19.30 5.10
C 23.93 -20.00 8.47
C 23.15 -18.67 8.47
O 24.16 -17.66 8.36
H 24.44 -20.09 9.43
H 24.62 -20.01 7.63
H 23.23 -20.84 8.38
H 22.66 -18.56 9.44
H 22.35 -18.69 7.74
H 24.30 -17.54 7.42
C 26.60 -18.41 -0.81
C 25.88 -19.10 -1.92
O 25.12 -18.18 -2.65
H 27.27 -17.64 -1.21
H 27.18 -19.08 -0.18
H 25.81 -18.00 -0.18
H 25.13 -19.83 -1.60
H 26.62 -19.60 -2.55
H 24.54 -18.66 -3.25
C 25.89 -24.05 2.76
C 25.25 -22.68 2.66
O 25.77 -22.19 1.48
H 26.97 -23.91 2.78
H 25.65 -24.73 1.94
H 25.55 -24.51 3.68
H 25.51 -22.05 3.51
H 24.19 -22.92 2.65
H 26.69 -21.99 1.67
C 29.50 -24.38 -0.79
C 28.70 -23.20 -0.27
C 29.32 -22.60 1.01
O 28.38 -21.71 1.55
C 28.78 -20.97 2.65
N 28.61 -22.18 -1.25
H 29.09 -24.62 -1.77
H 29.39 -25.22 -0.11
H 30.55 -24.18 -1.02
H 27.68 -23.47 0.00
H 30.25 -22.10 0.77
H 29.47 -23.34 1.79
H 27.93 -20.50 3.16
H 29.45 -20.14 2.45
H 29.21 -21.69 3.35
H 28.10 -21.41 -0.83
H 27.96 -22.37 -2.00
O 27.12 -15.28 3.92
H 27.60 -15.90 4.47
H 27.75 -15.02 3.24
O 28.00 -21.01 6.08
H 28.75 -20.42 5.98
H 27.28 -20.56 5.63
O 22.96 -16.50 1.99
H 22.01 -16.55 1.87
H 23.32 -16.82 1.16
O 25.84 -14.77 6.88
H 26.07 -14.43 7.74
H 26.23 -15.64 6.86
O 27.59 -17.33 7.08
H 28.32 -17.07 6.50
H 26.85 -17.43 6.49
*
```

Properties
**Energy**: -35120.55913 eV
**E_LUMO**: 2.363 eV
**HOMO**: -3.66 eV

=====

Entry 2:
2 unconnected molecules or ions with the total composition C6H7BrCl2O2 in a non-equilibrium geometry. Source: OMol25; level of theory: the ωB97M-V functional and the def2-TZVPD basis.

The geometry in ORCA input format:
```
! RIJCOSX wB97M-V def2-TZVPD def2/J DEFGRID3
* xyz 0 3
C -2.48 1.40 -1.14
C 0.53 -0.72 -0.41
C -3.04 0.36 -0.86
C 2.87 1.05 0.75
C -3.42 -0.97 -0.53
C 2.60 -0.46 0.73
O -0.23 -1.23 -1.15
O 1.79 -0.72 -0.44
Cl -0.28 0.03 1.10
Cl -4.38 -1.02 0.98
Br -1.70 3.01 -1.49
H 2.00 1.53 0.98
H 3.71 1.13 1.54
H 3.08 1.28 -0.25
H -2.48 -1.63 -0.58
H -3.96 -1.42 -1.34
H 1.86 -0.69 1.58
H 3.54 -0.95 0.54
*
```

Properties
**Energy**: -105509.29726 eV
**E_LUMO (alpha / beta)**: 0.464 / -3.227 eV
**HOMO (alpha / beta)**: -4.11 / -9.64 eV

=====

Entry 3:
A molecular structure, C24H17ClN5O2SV in a non-equilibrium geometry. Source: OMol25; level of theory: the ωB97M-V functional and the def2-TZVPD basis.

The geometry in ORCA input format:
```
! RIJCOSX wB97M-V def2-TZVPD def2/J DEFGRID3
* xyz 2 1
V 0.09 -0.17 0.27
N 2.54 -3.78 0.81
C 1.77 -2.72 1.01
S 2.22 -1.18 0.26
N 0.69 -2.76 1.72
N 0.03 -1.64 1.85
C -0.83 -1.44 2.79
C -1.33 -0.15 3.16
C -2.25 0.00 4.21
C -2.58 1.26 4.67
C -1.97 2.39 4.14
C -1.06 2.28 3.11
C -0.74 1.02 2.58
O 0.05 0.85 1.56
H 3.42 -3.70 0.33
H 2.33 -4.64 1.29
H -1.08 -2.29 3.43
H -2.71 -0.87 4.65
H -3.29 1.36 5.47
H -2.22 3.37 4.53
H -0.57 3.15 2.69
Cl -0.22 -5.91 -3.71
C -0.46 -4.52 -2.75
C -1.44 -4.52 -1.75
C -1.65 -3.42 -0.96
C -0.85 -2.28 -1.13
O -0.95 -1.21 -0.41
C 0.14 -2.25 -2.17
C 0.78 -1.00 -2.46
N 0.79 0.00 -1.64
C 1.31 1.24 -1.96
C 2.42 1.50 -2.74
C 2.82 2.83 -2.95
C 2.12 3.88 -2.41
C 0.95 3.65 -1.64
C 0.12 4.66 -1.10
C -0.99 4.30 -0.39
C -1.28 2.93 -0.20
N -0.52 1.98 -0.68
C 0.57 2.31 -1.39
C 0.31 -3.38 -2.97
H -2.04 -5.41 -1.59
H -2.40 -3.41 -0.18
H 1.23 -0.90 -3.45
H 3.00 0.69 -3.15
H 3.70 3.02 -3.55
H 2.45 4.89 -2.57
H 0.37 5.70 -1.26
H -1.66 5.04 0.02
H -2.17 2.63 0.35
H 1.05 -3.38 -3.75
*
```

Properties
**Energy**: -85739.99385 eV
**E_LUMO**: -8.056 eV
**HOMO**: -14.16 eV

=====

Entry 4:
C4H5FO in the gas phase in a non-equilibrium geometry. Source: OMol25; level of theory: the ωB97M-V functional and the def2-TZVPD basis.

The geometry in ORCA input format:
```
! RIJCOSX wB97M-V def2-TZVPD def2/J DEFGRID3
* xyz 0 1
C 0.04 -1.13 -0.26
C 0.52 -1.16 0.92
C -0.54 0.22 -0.73
C 0.17 1.39 -0.05
O 0.97 -0.10 1.51
F -0.68 2.18 0.57
H -0.28 -1.80 -0.91
H 0.70 -2.04 1.47
H -0.32 0.35 -1.77
H -1.66 0.25 -0.36
H 1.06 1.85 -0.38
*
```

Properties
**Energy**: -8989.79070 eV
**E_LUMO (alpha / beta)**: -0.553 / -0.552 eV
**HOMO (alpha / beta)**: -8.00 / -8.00 eV